The following is a quantum chemistry calculation of 5 unconnected molecules or ions with the total composition C5H21NO6, from OMol25.

Atoms and positions in Å:
1 C -0.03 1.61 -0.36
2 N -0.66 1.62 -1.78
3 C 0.38 1.03 -2.62
4 O 0.89 -0.11 -2.03
5 C -1.21 2.16 0.58
6 C -0.89 1.80 2.01
7 C 0.71 1.70 2.34
8 O 1.14 0.50 1.76
9 H -0.11 0.46 -0.09
10 H 0.79 2.19 -0.46
11 H -1.66 1.36 -1.68
12 H 1.24 1.72 -2.59
13 H -0.17 0.75 -3.68
14 H 0.58 -1.03 -2.16
15 H -2.25 1.97 0.39
16 H -1.27 3.26 0.35
17 H -1.22 0.85 2.22
18 H -1.21 2.64 2.75
19 H 0.78 1.67 3.47
20 H 1.29 2.42 1.87
21 H 2.05 0.47 1.33
22 H 0.97 -2.95 -0.94
23 H -0.01 -3.01 -2.05
24 O 0.04 -2.57 -1.21
25 H -0.31 -0.99 1.87
26 H 0.48 -1.99 2.90
27 O -0.29 -1.82 2.32
28 H 1.80 -2.96 1.35
29 H 2.07 -1.95 0.22
30 O 2.37 -2.74 0.52
31 H -1.76 -1.16 -1.32
32 H -3.01 -0.73 -0.91
33 O -2.68 -1.28 -1.63

**E_tot**: -709.1444 Eh
**HOMO level**: -8.606 eV
**Energy relative to the best compared isomer or geometry (same formula, charge and spin)**: 439.3 kJ/mol
**SMILES**: OCCCCNCO.O.O.O.O
**Gap between HOMO and LUMO**: 0.3274 Eh